No. 1
A molecular structure, C38H52ClNP2PdSi at a distorted geometry, computed with wB97M-V/def2-TZVPD.

Output
Kohn-Sham gap   6.16 eV
Highest occupied orbital energy   -6.54 eV
E   -3094.17601 a.u.
ΔE to the lowest compared entry with this formula, charge and spin   247.14 kJ/mol

Last column: Mulliken charge in e.
Geometry (Å):
Pd: -0.224 0.298 -0.390  -0.10
Cl: -1.225 2.931 0.329  0.04
C: -2.351 3.167 -0.972  0.47
C: -3.342 4.123 -0.817  -0.62
C: -4.263 4.322 -1.835  -0.48
C: -4.198 3.565 -2.993  -0.86
C: -3.204 2.605 -3.132  -0.49
C: -2.255 2.396 -2.135  -0.15
P: -0.963 1.104 -2.308  1.06
C: -1.364 0.238 -3.862  0.09
C: -0.715 0.501 -5.065  -0.44
C: -1.074 -0.194 -6.216  -0.77
C: -2.082 -1.144 -6.177  -0.53
C: -2.735 -1.413 -4.979  -0.79
C: -2.372 -0.731 -3.829  -0.01
C: 0.500 2.108 -2.809  0.55
C: 1.733 1.467 -2.965  -0.10
C: 2.870 2.183 -3.294  -0.87
C: 2.801 3.563 -3.457  -0.60
C: 1.586 4.209 -3.309  -0.75
C: 0.440 3.484 -2.997  -0.58
H: -3.385 4.695 0.099  0.50
H: -5.034 5.073 -1.718  0.38
H: -4.915 3.717 -3.789  0.42
H: -3.159 2.015 -4.039  0.42
H: 0.070 1.244 -5.109  0.45
H: -0.559 0.014 -7.145  0.42
H: -2.358 -1.679 -7.077  0.39
H: -3.518 -2.159 -4.940  0.42
H: -2.874 -0.956 -2.893  0.55
H: 1.807 0.394 -2.831  0.22
H: 3.814 1.666 -3.408  0.46
H: 3.693 4.127 -3.696  0.38
H: 1.523 5.283 -3.430  0.44
H: -0.504 4.006 -2.898  0.42
C: 1.659 -1.551 -0.625  -1.36
Si: -0.003 -1.792 -1.533  1.55
C: -1.426 -2.513 -0.565  -1.17
C: 0.636 -3.226 -2.562  0.82
C: 0.957 -4.372 -1.828  -0.59
C: 1.635 -5.423 -2.432  -0.71
C: 2.001 -5.350 -3.770  -0.51
C: 1.674 -4.228 -4.514  -0.55
C: 0.995 -3.175 -3.913  -0.43
H: 1.844 -2.367 0.082  0.53
H: 1.687 -0.624 -0.054  0.36
H: 2.498 -1.513 -1.329  0.53
H: -1.148 -3.469 -0.112  0.39
H: -2.288 -2.696 -1.216  0.39
H: -1.722 -1.826 0.225  0.18
H: 0.691 -4.450 -0.781  0.24
H: 1.882 -6.302 -1.850  0.40
H: 2.545 -6.167 -4.228  0.36
H: 1.947 -4.170 -5.561  0.42
H: 0.745 -2.302 -4.508  0.27
C: 0.463 -2.690 2.735  -2.38
C: 0.001 -1.663 3.786  2.54
C: 0.624 -2.006 5.143  -1.99
C: -1.525 -1.829 3.884  -1.93
P: 0.323 0.073 3.086  -0.39
N: -0.129 0.192 1.627  -0.25
C: -0.672 1.299 4.154  2.46
C: -0.125 2.709 3.871  -1.77
C: -2.124 1.291 3.640  -1.73
C: -0.674 1.076 5.670  -1.96
C: 2.166 0.467 3.356  2.28
C: 2.996 -0.733 2.870  -1.98
C: 2.605 0.779 4.792  -1.95
C: 2.533 1.649 2.435  -1.76
H: -0.048 -3.641 2.922  0.63
H: 1.533 -2.880 2.767  0.25
H: 0.198 -2.344 1.736  0.20
H: 0.273 -2.997 5.453  0.52
H: 0.345 -1.306 5.929  0.26
H: 1.711 -2.052 5.102  0.32
H: -1.751 -2.892 4.016  0.64
H: -2.018 -1.483 2.974  0.29
H: -1.949 -1.299 4.735  0.29
H: -0.020 2.891 2.802  0.11
H: 0.835 2.898 4.345  0.23
H: -0.835 3.439 4.271  0.65
H: -2.145 1.175 2.557  0.27
H: -2.595 2.243 3.906  0.52
H: -2.720 0.495 4.083  0.30
H: 0.326 1.012 6.099  0.25
H: -1.220 0.177 5.954  0.29
H: -1.178 1.922 6.152  0.53
H: 2.945 -1.579 3.553  0.26
H: 4.044 -0.427 2.810  0.71
H: 2.691 -1.066 1.880  0.19
H: 2.346 -0.015 5.493  0.27
H: 2.189 1.711 5.170  0.29
H: 3.696 0.884 4.811  0.53
H: 1.943 1.621 1.518  0.21
H: 3.591 1.581 2.165  0.51
H: 2.379 2.614 2.914  0.30



No. 2
A single C2H3NOS2 molecule at a distorted geometry, computed with wB97M-V/def2-TZVPD.

Output
Kohn-Sham gap   9.41 eV
Highest occupied orbital energy   -8.71 eV
E   -1004.33437 a.u.
ΔE to the lowest compared entry with this formula, charge and spin   139.59 kJ/mol

Last column: natural (NBO) charge in e.
Geometry (Å):
C: -0.975 -0.791 0.940  0.36
C: 0.637 0.097 -0.415  -0.13
N: -0.482 -0.135 1.894  -0.62
O: -0.361 -0.829 -0.278  -0.50
S: 0.884 0.697 1.529  0.38
S: 0.116 1.558 -1.372  -0.02
H: -1.875 -1.372 1.029  0.20
H: 1.574 -0.315 -0.772  0.21
H: 0.483 1.090 -2.556  0.12



No. 3
A molecular structure, C3H2CsNaO3 at a distorted geometry, computed with wB97M-V/def2-TZVPD.

Output
Kohn-Sham gap (spin up / spin down)   3.95 / 3.90 eV
Highest occupied orbital energy (spin up / spin down)   -7.81 / -7.77 eV
E   -523.33454 a.u.
Total charge   +1
Expectation value of S²   0.7529
2S+1   2

Last column: Löwdin spin population.
Geometry (Å):
C: -1.644 0.735 -0.526  0.56
C: -0.447 0.104 0.069  0.12
O: 0.539 -0.134 -0.898  0.01
C: 1.807 -0.431 -0.459  0.00
O: 2.020 -0.263 0.756  0.01
O: -2.771 0.658 -0.134  0.27
Cs: 6.463 -1.743 0.119  0.00
H: -0.263 1.117 0.637  0.00
H: -0.719 -0.786 0.656  0.02
Na: -4.986 0.743 -0.219  0.01



No. 4
A molecular structure, C3H6F7FeN4O15S5 at a distorted geometry, computed with wB97M-V/def2-TZVPD.

Output
Kohn-Sham gap (spin up / spin down)   9.32 / 7.06 eV
Highest occupied orbital energy (spin up / spin down)   -11.24 / -11.14 eV
E   -5418.84877 a.u.
ΔE to the lowest compared entry with this formula, charge and spin   0.00 kJ/mol
Expectation value of S²   8.7614
2S+1   6

Last column: Löwdin spin population.
Geometry (Å):
Fe: 0.199 -0.065 -0.444  4.20
C: -1.297 0.163 3.687  0.01
F: -2.272 0.454 4.539  0.00
F: -0.243 1.009 3.817  0.00
F: -0.951 -1.076 3.862  0.00
S: -2.066 0.353 1.903  0.02
O: -3.173 -0.588 1.741  0.02
O: -2.385 1.730 1.576  0.01
O: -0.895 -0.056 1.089  0.17
N: 1.999 0.379 -0.233  0.11
S: 3.146 0.664 0.819  0.01
O: 3.546 2.019 0.879  0.02
O: 4.087 -0.446 1.073  0.02
F: 2.065 0.565 2.012  0.00
S: 3.145 0.885 -1.543  0.01
O: 4.524 0.418 -1.749  0.02
O: 2.789 2.195 -2.045  0.01
F: 2.311 -0.090 -2.576  0.01
N: -1.065 -0.613 -1.650  0.12
S: -1.026 -1.850 -2.876  0.01
O: -0.370 -1.365 -4.042  0.01
O: -2.117 -2.811 -2.998  0.02
F: 0.212 -2.731 -2.259  0.00
S: -2.567 -0.293 -2.063  0.01
O: -3.644 -1.043 -1.436  0.02
O: -2.791 0.227 -3.397  0.02
F: -2.583 1.082 -1.265  0.00
C: 1.470 -4.151 0.849  0.00
N: 1.039 -2.776 1.165  0.01
O: 0.805 -1.940 0.269  0.06
O: 0.861 -2.549 2.348  0.00
H: 2.457 -4.041 0.399  0.00
H: 0.701 -4.511 0.165  0.00
H: 1.412 -4.695 1.792  0.00
C: -1.541 3.971 -0.805  0.00
N: -0.367 3.274 -0.133  0.01
O: 0.306 3.972 0.614  0.01
O: -0.156 2.028 -0.304  0.05
H: -2.388 3.816 -0.138  0.00
H: -1.798 3.447 -1.726  0.00
H: -1.376 5.042 -0.918  0.00